Entry from the OMol25 dataset: a 3-piece molecular cluster, C29H71IN9O3P2S overall at a distorted geometry (ωB97M-V with the def2-TZVPD basis set).

Positions of all 116 atoms, in Å:
C: 0.90 2.76 -0.67
C: 1.41 2.65 0.78
C: 2.87 2.22 0.89
C: 3.29 1.05 0.00
C: 2.83 -0.34 0.49
N: 3.43 -0.71 1.76
C: 3.00 -0.35 2.98
N: 1.80 -0.07 3.40
O: 0.73 -0.13 2.54
C: -0.50 -0.40 3.24
C: -1.35 -1.39 2.43
C: -0.47 -2.39 1.66
C: -2.30 -0.69 1.42
C: -3.45 0.06 2.12
C: -1.57 0.32 0.50
N: 4.12 -0.37 3.82
C: 3.89 -0.28 5.26
C: 5.21 -0.15 6.04
C: 5.02 0.79 7.26
I: 5.44 -0.21 9.12
C: 4.76 -1.66 3.42
C: 4.30 -1.90 1.93
S: 5.58 -2.14 0.72
H: -0.10 3.18 -0.63
H: 1.54 3.46 -1.21
H: 0.89 1.78 -1.15
H: 1.35 3.66 1.20
H: 0.71 2.05 1.36
H: 3.48 3.08 0.58
H: 3.14 2.06 1.95
H: 2.95 1.17 -1.03
H: 4.39 1.04 -0.03
H: 1.74 -0.38 0.44
H: 3.19 -1.04 -0.27
H: 1.59 0.18 4.36
H: -0.31 -0.83 4.23
H: -1.03 0.55 3.32
H: -1.99 -1.98 3.09
H: -1.08 -3.17 1.20
H: 0.21 -2.88 2.37
H: 0.08 -1.91 0.86
H: -2.71 -1.48 0.79
H: -4.19 -0.65 2.47
H: -3.93 0.71 1.39
H: -3.05 0.69 2.92
H: -2.21 0.53 -0.36
H: -0.62 -0.05 0.11
H: -1.45 1.27 1.03
H: 3.25 -1.09 5.64
H: 3.33 0.65 5.43
H: 5.47 -1.12 6.45
H: 5.98 0.24 5.38
H: 4.00 1.18 7.33
H: 5.68 1.65 7.22
H: 4.46 -2.45 4.11
H: 5.84 -1.48 3.41
H: 3.60 -2.73 2.03
H: 5.06 -3.16 0.00
O: -6.33 -1.46 0.27
P: -7.76 -1.69 0.75
N: -7.80 -3.40 0.57
C: -8.05 -4.14 -0.65
C: -6.96 -4.13 1.50
N: -8.54 -0.76 -0.47
C: -9.44 -1.28 -1.47
C: -7.77 0.35 -1.02
N: -9.19 -1.72 1.70
C: -10.10 -2.82 1.91
C: -9.71 -0.43 2.14
H: -8.59 -5.06 -0.42
H: -7.12 -4.41 -1.18
H: -8.69 -3.60 -1.35
H: -7.34 -4.04 2.52
H: -5.92 -3.77 1.49
H: -6.94 -5.20 1.26
H: -8.90 -1.76 -2.30
H: -10.04 -0.47 -1.89
H: -10.16 -1.99 -1.06
H: -7.07 0.03 -1.79
H: -7.21 0.86 -0.24
H: -8.45 1.08 -1.46
H: -10.66 -3.07 1.00
H: -10.83 -2.56 2.68
H: -9.61 -3.72 2.27
H: -10.52 -0.09 1.48
H: -8.93 0.33 2.13
H: -10.10 -0.49 3.16
O: 3.21 1.57 -4.03
P: 4.28 1.92 -5.04
N: 5.22 0.49 -5.03
C: 6.27 0.16 -4.10
C: 4.54 -0.69 -5.54
N: 4.92 3.31 -4.23
C: 6.28 3.45 -3.76
C: 4.00 4.00 -3.34
N: 4.94 2.44 -6.53
C: 6.08 1.89 -7.24
C: 4.50 3.73 -7.04
H: 7.05 -0.42 -4.60
H: 5.91 -0.42 -3.24
H: 6.79 1.04 -3.71
H: 4.36 -0.59 -6.62
H: 3.57 -0.85 -5.05
H: 5.14 -1.58 -5.40
H: 6.44 2.92 -2.82
H: 6.51 4.50 -3.60
H: 7.00 3.10 -4.50
H: 3.92 3.52 -2.36
H: 3.00 4.05 -3.77
H: 4.33 5.03 -3.19
H: 7.02 2.08 -6.71
H: 6.16 2.34 -8.23
H: 5.99 0.82 -7.41
H: 5.23 4.52 -6.80
H: 3.54 4.02 -6.61
H: 4.36 3.70 -8.12

## Properties
- HOMO level (eV) = -9.443
- net charge = +1
- total energy (eV) = -88281.0799
- strongest force on any atom (eV Å⁻¹) = 6.28

Results of the Löwdin charge analysis, in e, for atoms 1 through 6: -0.09 -0.26 -0.20 -0.16 -0.14 -0.02



Entry from the OMol25 dataset: a 4-piece molecular cluster, C29H71N12O9P5S overall at a distorted geometry (ωB97M-V with the def2-TZVPD basis set).

Positions of all 127 atoms, in Å:
C: 1.43 4.33 0.30
C: 1.36 2.71 0.42
O: 2.70 2.22 0.04
C: 0.22 2.21 -0.59
N: -0.92 1.47 0.07
C: -0.84 -0.01 -0.23
C: -1.51 -0.88 0.94
O: -2.81 -1.45 0.62
C: -3.77 -0.45 0.34
C: -4.51 -0.53 -1.04
C: -5.58 0.55 -1.50
O: -6.26 0.48 -2.77
C: -5.94 1.76 -0.57
P: -7.18 3.08 -1.13
P: -8.68 3.49 0.39
O: -9.87 4.19 -0.34
O: -8.17 4.49 1.66
O: -9.28 1.96 0.92
C: -5.26 1.84 0.84
N: -5.45 2.84 1.88
S: -4.39 2.32 3.14
N: -3.61 0.90 2.60
C: -4.18 0.74 1.28
H: 0.54 4.86 0.79
H: 1.47 4.57 -0.84
H: 2.39 4.73 0.77
H: 1.21 2.39 1.51
H: 3.09 2.88 -0.57
H: 0.74 1.53 -1.37
H: -0.22 3.13 -1.11
H: -0.71 1.53 1.09
H: 0.30 -0.26 -0.21
H: -1.19 -0.28 -1.29
H: -1.48 -0.30 1.94
H: -0.80 -1.79 1.11
H: -4.24 -1.40 -1.75
H: -5.70 0.99 -3.40
H: -6.37 4.28 -1.23
H: -8.81 5.26 1.64
H: -9.99 1.77 0.25
O: 0.27 -0.90 -3.61
P: 0.05 -1.48 -5.02
N: -0.79 -2.84 -4.44
C: -0.39 -4.22 -4.30
C: -2.07 -2.59 -3.79
N: 1.74 -1.74 -5.25
C: 2.41 -3.02 -5.17
C: 2.62 -0.72 -4.66
N: -0.21 -2.06 -6.66
C: -1.19 -3.03 -7.13
C: 0.67 -1.64 -7.74
H: -1.20 -4.88 -4.64
H: -0.16 -4.47 -3.26
H: 0.45 -4.51 -4.91
H: -2.80 -2.24 -4.53
H: -1.99 -1.83 -3.01
H: -2.49 -3.48 -3.32
H: 2.35 -3.45 -4.16
H: 3.48 -2.93 -5.42
H: 2.02 -3.72 -5.91
H: 2.78 -0.90 -3.59
H: 2.21 0.28 -4.78
H: 3.60 -0.71 -5.15
H: -0.77 -4.04 -7.10
H: -1.50 -2.83 -8.16
H: -2.11 -3.01 -6.55
H: 1.45 -2.39 -7.93
H: 1.16 -0.68 -7.51
H: 0.13 -1.47 -8.68
O: 2.77 7.17 2.19
P: 2.40 7.07 3.69
N: 2.55 8.75 3.93
C: 3.58 9.54 4.57
C: 1.59 9.60 3.24
N: 3.84 6.18 4.05
C: 5.02 6.73 4.68
C: 4.27 5.24 3.01
N: 1.94 6.91 5.38
C: 1.45 7.94 6.28
C: 2.12 5.63 6.07
H: 3.12 10.31 5.20
H: 4.22 10.04 3.84
H: 4.21 8.98 5.25
H: 0.58 9.45 3.66
H: 1.54 9.37 2.17
H: 1.82 10.66 3.32
H: 5.49 7.51 4.07
H: 5.77 5.95 4.85
H: 4.79 7.11 5.68
H: 4.83 5.74 2.21
H: 3.42 4.73 2.56
H: 4.91 4.46 3.43
H: 2.28 8.41 6.82
H: 0.78 7.52 7.04
H: 0.87 8.70 5.78
H: 3.05 5.63 6.65
H: 2.14 4.80 5.37
H: 1.30 5.42 6.76
O: 0.40 -6.39 -1.37
P: 0.22 -6.83 0.09
N: 1.73 -6.19 0.57
C: 2.98 -6.83 0.88
C: 1.88 -4.74 0.50
N: 0.27 -8.51 -0.33
C: 1.40 -9.39 -0.14
C: -0.36 -8.84 -1.62
N: -0.06 -7.32 1.76
C: 0.60 -6.84 2.96
C: -0.99 -8.40 2.06
H: 3.43 -6.38 1.78
H: 3.70 -6.73 0.06
H: 2.90 -7.88 1.13
H: 1.24 -4.26 1.25
H: 1.59 -4.35 -0.48
H: 2.90 -4.41 0.69
H: 2.27 -9.07 -0.73
H: 1.16 -10.41 -0.44
H: 1.66 -9.47 0.92
H: 0.31 -8.65 -2.46
H: -1.28 -8.27 -1.77
H: -0.65 -9.90 -1.65
H: 1.48 -7.44 3.20
H: -0.07 -6.88 3.83
H: 0.90 -5.79 2.89
H: -0.46 -9.35 2.20
H: -1.73 -8.53 1.27
H: -1.57 -8.20 2.97

## Properties
- SMILES string = C[C@H](O)CNCCOc1cc(O)c(PP(=O)(O)O)c2nsnc12.CN(C)P(=O)(N(C)C)N(C)C.CN(C)P(=O)(N(C)C)N(C)C.CN(C)P(=O)(N(C)C)N(C)C
- energy above the lowest of the compared OMol25 structures with the same formula, charge and spin (kcal/mol) = 298.4
- HOMO level (eV) = -7.702
- total energy (eV) = -124798.2718
- strongest force on any atom (eV Å⁻¹) = 7.63

Results of the Löwdin charge analysis, in e, for atoms 1 through 6: -0.08 -0.35 -0.11 -0.18 -0.09 -0.18